Entry 1:
{
  "formula": "C37H37Cl3N7OPtSSi",
  "method": "ωB97M-V/def2-TZVPD",
  "elements": ["Pt", "C", "N", "C", "C", "N", "C", "C", "C", "C", "C", "C", "N", "C", "N", "C", "C", "C", "C", "C", "C", "N", "H", "H", "H", "H", "H", "H", "H", "H", "H", "H", "H", "H", "H", "H", "H", "C", "Si", "C", "C", "C", "C", "H", "H", "H", "H", "H", "H", "H", "H", "H", "Cl", "C", "C", "C", "C", "C", "C", "N", "C", "C", "N", "C", "O", "C", "C", "C", "Cl", "S", "C", "C", "C", "Cl", "C", "H", "H", "H", "H", "H", "H", "H", "H", "H", "H", "H", "H", "H"],
  "positions_angstrom": [[0.243, 1.565, 1.514], [1.644, 1.568, 4.129], [0.252, 1.644, 3.609], [-0.672, 0.696, 4.278], [-0.694, -0.623, 3.561], [-0.405, -0.672, 2.299], [-0.642, -1.981, 1.901], [-0.508, -2.573, 0.651], [-0.814, -3.912, 0.538], [-1.253, -4.650, 1.651], [-1.390, -4.075, 2.901], [-1.069, -2.726, 3.003], [-1.084, -1.825, 4.066], [2.610, 0.964, 3.152], [2.305, 0.714, 1.913], [3.465, 0.219, 1.314], [3.708, -0.225, 0.018], [4.989, -0.650, -0.279], [6.006, -0.655, 0.688], [5.771, -0.241, 1.984], [4.484, 0.196, 2.269], [3.902, 0.673, 3.441], [1.657, 0.998, 5.059], [1.991, 2.575, 4.372], [-0.115, 2.590, 3.701], [-1.673, 1.129, 4.228], [-0.415, 0.574, 5.331], [-0.182, -1.974, -0.190], [-0.721, -4.411, -0.420], [-1.498, -5.697, 1.521], [-1.741, -4.650, 3.749], [-1.374, -2.019, 5.008], [2.924, -0.242, -0.727], [5.217, -0.993, -1.281], [6.996, -0.995, 0.411], [6.550, -0.261, 2.737], [4.368, 0.826, 4.318], [-3.862, 5.356, 3.160], [-2.852, 5.451, 1.596], [-3.968, 5.327, 0.109], [-1.888, 7.043, 1.554], [-1.689, 4.037, 1.556], [-0.940, 3.080, 1.478], [-4.581, 6.178, 3.207], [-3.226, 5.417, 4.047], [-4.420, 4.418, 3.207], [-4.682, 6.154, 0.085], [-4.534, 4.392, 0.127], [-3.389, 5.352, -0.817], [-2.559, 7.906, 1.563], [-1.273, 7.103, 0.653], [-1.226, 7.123, 2.419], [5.220, -2.945, -4.216], [3.560, -2.481, -4.044], [2.909, -2.699, -2.845], [1.587, -2.304, -2.728], [0.892, -1.702, -3.771], [-0.555, -1.325, -3.551], [-0.793, 0.193, -3.609], [-0.167, 0.902, -2.498], [1.021, 1.595, -2.549], [1.272, 2.029, -1.287], [0.251, 1.601, -0.470], [-0.590, 0.912, -1.224], [-1.349, -1.972, -4.513], [-2.687, -2.223, -4.104], [-2.795, -3.360, -3.125], [-2.228, -4.592, -3.275], [-1.245, -5.135, -4.568], [-2.628, -5.662, -1.998], [-3.570, -4.464, -1.227], [-3.568, -3.299, -1.925], [1.581, -1.511, -4.971], [0.841, -0.767, -6.357], [2.905, -1.894, -5.113], [3.423, -3.171, -2.020], [1.073, -2.495, -1.793], [-0.831, -1.683, -2.549], [-1.862, 0.397, -3.590], [-0.387, 0.591, -4.534], [1.561, 1.731, -3.471], [2.081, 2.634, -0.916], [-1.528, 0.496, -0.892], [-3.234, -2.440, -5.020], [-3.140, -1.336, -3.649], [-4.072, -4.684, -0.297], [-4.110, -2.415, -1.613], [3.416, -1.736, -6.052]],
  "atomic_forces_ev_per_a": [[0.560, 1.095, 0.239], [0.148, 0.153, 0.107], [0.308, -0.175, 0.001], [-0.219, -0.138, -0.027], [0.147, 0.361, -0.094], [-0.159, -0.753, -0.352], [0.085, 0.051, 0.298], [0.026, 0.018, -0.016], [0.084, 0.014, 0.013], [0.010, 0.019, -0.018], [-0.036, -0.024, 0.010], [-0.067, 0.027, 0.070], [-0.056, -0.084, -0.071], [-0.162, 0.035, 0.105], [-0.191, -0.317, -0.330], [-0.072, 0.007, 0.202], [-0.012, -0.029, -0.094], [-0.012, -0.023, -0.014], [-0.017, 0.010, 0.006], [0.021, -0.020, 0.000], [-0.021, 0.059, 0.116], [0.006, -0.037, -0.096], [0.030, -0.022, 0.066], [-0.089, 0.037, -0.049], [0.043, -0.024, 0.291], [-0.004, 0.033, -0.036], [0.038, 0.068, 0.051], [0.010, -0.033, -0.013], [0.003, 0.058, 0.079], [0.022, 0.011, 0.014], [0.039, 0.005, -0.021], [-0.013, 0.019, 0.034], [-0.012, 0.043, -0.008], [-0.016, -0.001, 0.015], [-0.024, -0.004, 0.011], [-0.017, 0.020, -0.039], [-0.006, -0.016, 0.015], [-0.082, -0.024, 0.123], [0.027, 0.015, -0.033], [-0.095, -0.009, -0.108], [0.065, 0.127, -0.005], [0.023, -0.001, 0.064], [-0.440, -0.154, 0.095], [0.022, -0.025, 0.008], [-0.020, 0.002, -0.024], [0.014, 0.030, 0.005], [0.023, -0.028, -0.006], [0.014, 0.031, -0.009], [-0.020, 0.002, 0.029], [0.027, -0.024, 0.001], [-0.014, 0.003, 0.036], [-0.014, 0.005, -0.035], [-0.031, 0.012, 0.001], [0.056, -0.004, -0.029], [0.005, 0.038, 0.089], [0.016, -0.071, 0.017], [-0.010, -0.028, -0.034], [0.138, -0.058, 0.119], [-0.092, 0.061, 0.045], [0.184, -0.131, -0.053], [-0.091, -0.027, -0.099], [-0.085, 0.121, 0.040], [0.271, -0.675, -0.591], [-0.088, 0.344, -0.062], [-0.137, 0.194, -0.203], [0.105, -0.136, 0.081], [-0.043, 0.027, 0.068], [0.038, 0.065, -0.026], [-0.012, 0.002, 0.002], [-0.067, -0.129, -0.025], [-0.092, 0.007, 0.015], [-0.004, 0.004, -0.010], [0.010, 0.055, 0.075], [-0.035, -0.044, 0.040], [0.034, -0.007, -0.028], [0.000, -0.001, -0.007], [-0.014, 0.009, -0.020], [0.007, 0.046, 0.029], [-0.027, 0.028, -0.013], [-0.045, 0.069, -0.015], [-0.026, -0.023, 0.036], [-0.014, -0.064, 0.023], [0.105, -0.084, 0.031], [0.019, -0.031, -0.011], [-0.027, 0.047, -0.054], [0.030, 0.026, -0.041], [0.023, -0.038, -0.013], [-0.004, 0.005, 0.018]],
  "energy_ev": -110971.302,
  "total_charge": 1,
  "mol_weight_g_mol": 957.341,
  "orbital_gap_ev": 7.904,
  "e_above_lowest_kj_mol": 7.7
}


Entry 2:
{
  "formula": "C37H37F5MgP2",
  "method": "ωB97M-V/def2-TZVPD",
  "elements": ["Mg", "C", "C", "C", "C", "C", "C", "C", "C", "C", "H", "H", "H", "H", "H", "H", "H", "H", "H", "H", "H", "H", "H", "H", "H", "P", "P", "C", "C", "C", "C", "C", "C", "C", "C", "C", "C", "C", "C", "C", "C", "C", "C", "C", "C", "C", "C", "C", "C", "C", "C", "C", "C", "H", "H", "H", "H", "H", "H", "H", "H", "H", "H", "H", "H", "H", "H", "H", "H", "H", "H", "H", "H", "H", "H", "F", "C", "F", "C", "F", "F", "F"],
  "positions_angstrom": [[-2.590, 4.959, 0.449], [-1.352, 3.990, 5.285], [-0.532, 3.179, 4.629], [-0.497, 1.668, 4.654], [-1.352, 0.928, 3.594], [-2.821, 1.275, 3.555], [-3.517, 1.961, 4.447], [-3.128, 2.219, 5.876], [-2.457, 3.586, 6.213], [-4.004, 3.572, 0.006], [-1.227, 5.079, 5.182], [0.213, 3.613, 3.930], [-0.784, 1.301, 5.644], [0.550, 1.365, 4.464], [-0.933, 1.091, 2.590], [-1.251, -0.157, 3.752], [-3.333, 0.944, 2.628], [-4.525, 2.314, 4.189], [-2.509, 1.399, 6.257], [-4.071, 2.213, 6.446], [-3.211, 4.382, 6.134], [-2.173, 3.578, 7.288], [-4.819, 3.929, -0.638], [-4.403, 3.135, 0.925], [-3.382, 2.831, -0.522], [2.981, -0.868, -2.428], [0.390, -2.569, -3.134], [2.693, -2.462, -1.617], [1.632, -3.223, -1.991], [4.776, -1.048, -2.847], [5.649, -1.930, -2.193], [7.007, -1.963, -2.536], [7.494, -1.150, -3.564], [6.612, -0.316, -4.265], [5.262, -0.274, -3.922], [2.970, 0.214, -0.939], [1.713, 0.423, -0.338], [1.617, 1.205, 0.811], [2.773, 1.760, 1.377], [4.022, 1.552, 0.774], [4.119, 0.794, -0.395], [0.291, -4.124, -4.191], [1.409, -4.435, -4.990], [1.458, -5.630, -5.708], [0.387, -6.531, -5.653], [-0.743, -6.211, -4.895], [-0.803, -5.004, -4.184], [-1.113, -2.747, -2.096], [-2.271, -2.103, -2.571], [-3.486, -2.282, -1.913], [-3.548, -3.087, -0.766], [-2.388, -3.684, -0.265], [-1.163, -3.493, -0.914], [3.391, -2.781, -0.830], [1.517, -4.270, -1.670], [5.289, -2.592, -1.409], [7.682, -2.624, -1.991], [8.554, -1.169, -3.821], [6.985, 0.308, -5.080], [4.572, 0.370, -4.474], [0.827, -0.051, -0.763], [0.642, 1.382, 1.269], [2.697, 2.354, 2.290], [4.921, 1.977, 1.218], [5.090, 0.629, -0.865], [2.259, -3.747, -5.023], [2.336, -5.870, -6.311], [0.431, -7.472, -6.203], [-1.584, -6.903, -4.851], [-1.693, -4.772, -3.602], [-2.213, -1.490, -3.473], [-4.386, -1.803, -2.300], [-4.504, -3.240, -0.262], [-2.429, -4.306, 0.629], [-0.262, -3.952, -0.510], [-2.795, 6.643, 2.876], [-3.750, 5.824, 2.268], [-4.062, 4.853, 3.215], [-4.998, 6.678, 2.063], [-5.246, 7.472, 3.143], [-4.808, 7.483, 0.975], [-6.094, 5.904, 1.867]],
  "atomic_forces_ev_per_a": [[-1.592, 0.605, 1.602], [0.370, 0.458, 0.405], [0.429, -0.080, -1.027], [0.236, -0.328, -0.057], [-0.169, -0.179, 0.285], [0.073, -0.114, -1.061], [-0.564, 0.168, 0.265], [-0.095, 0.542, 0.626], [-0.596, -0.159, -0.064], [0.617, -0.932, -1.271], [0.015, -0.538, -0.126], [-0.481, -0.034, 0.536], [0.377, 0.038, -0.236], [-0.389, 0.036, 0.280], [-0.164, 0.107, 0.219], [0.127, 0.164, 0.034], [0.326, 0.517, 0.462], [0.353, -0.395, -0.011], [-0.341, 0.209, -0.034], [0.326, -0.198, -0.015], [-0.005, -0.241, 0.026], [0.137, 0.014, -0.626], [0.307, -0.118, 0.100], [0.225, 0.253, 0.021], [-0.817, -0.372, -0.099], [0.333, 0.399, -0.268], [-0.341, -0.614, -0.769], [-1.032, -0.927, 0.003], [1.375, 0.340, 0.420], [0.068, -0.024, -0.099], [0.371, 0.356, -0.252], [-0.206, 0.120, -0.166], [-0.366, 0.039, 0.097], [0.197, -0.120, 0.099], [-0.013, -0.164, 0.453], [0.049, -0.156, 0.104], [0.517, 0.120, 0.082], [0.244, 0.041, -0.030], [0.139, -0.097, -0.260], [-0.438, 0.042, 0.039], [-0.242, 0.046, 0.286], [-0.166, -0.010, 0.064], [-0.233, -0.104, 0.198], [-0.197, -0.031, 0.056], [-0.029, 0.274, 0.141], [0.178, 0.267, -0.068], [0.436, -0.193, -0.135], [-0.118, 0.140, -0.047], [0.105, -0.416, 0.269], [0.098, -0.171, 0.207], [0.158, 0.088, -0.166], [0.030, 0.228, -0.138], [-0.535, -0.040, -0.122], [-0.330, -0.159, -0.389], [0.121, 0.515, 0.206], [0.135, 0.230, -0.124], [-0.161, 0.150, -0.187], [-0.303, -0.002, 0.048], [-0.120, -0.215, 0.233], [0.230, -0.190, 0.207], [0.134, 0.152, 0.062], [0.323, -0.091, -0.094], [0.048, -0.148, -0.242], [-0.200, -0.050, -0.073], [-0.277, 0.049, 0.141], [-0.236, -0.187, 0.013], [-0.242, 0.099, 0.184], [-0.009, 0.281, 0.165], [0.181, 0.166, -0.034], [0.194, -0.038, -0.059], [-0.021, -0.157, 0.232], [0.187, -0.110, 0.143], [0.277, 0.045, -0.134], [-0.030, 0.202, -0.192], [-0.263, 0.072, -0.103], [-0.171, 0.426, 0.523], [1.321, -0.405, -0.754], [-0.041, 0.487, -0.332], [-0.033, -0.019, 0.704], [-0.118, -0.267, -0.900], [-0.418, -0.403, 0.685], [0.732, 0.710, -0.162]],
  "energy_ev": -76574.898,
  "total_charge": 0,
  "mol_weight_g_mol": 662.946,
  "orbital_gap_ev": 6.247
}


Entry 3:
{
  "formula": "C37H37IrN3O2Te",
  "method": "ωB97M-V/def2-TZVPD",
  "elements": ["Ir", "C", "C", "C", "C", "C", "C", "Te", "C", "C", "C", "H", "H", "H", "H", "H", "H", "H", "H", "H", "H", "H", "C", "C", "C", "C", "C", "C", "C", "H", "H", "H", "H", "H", "H", "H", "O", "C", "N", "C", "C", "O", "N", "C", "C", "C", "C", "C", "C", "C", "C", "C", "C", "C", "C", "H", "H", "H", "H", "H", "H", "H", "H", "H", "H", "H", "C", "C", "C", "C", "C", "C", "N", "H", "H", "H", "H", "H", "H", "H", "H"],
  "positions_angstrom": [[-0.320, -0.131, 0.762], [-3.972, 3.990, 5.769], [-3.057, 3.048, 5.034], [-1.930, 3.515, 4.369], [-1.041, 2.654, 3.738], [0.148, 3.224, 3.021], [-1.299, 1.278, 3.784], [0.204, -0.091, 3.181], [-2.451, 0.782, 4.405], [-2.808, -0.682, 4.446], [-3.311, 1.686, 5.021], [-3.661, 5.026, 5.640], [-3.973, 3.770, 6.838], [-5.001, 3.897, 5.416], [-1.735, 4.581, 4.341], [0.177, 4.309, 3.121], [0.103, 2.980, 1.962], [1.089, 2.827, 3.410], [-2.191, -1.293, 3.786], [-3.848, -0.824, 4.150], [-2.694, -1.083, 5.456], [-4.205, 1.307, 5.507], [1.588, 0.097, 0.098], [2.491, -1.064, 0.401], [3.274, -1.073, 1.551], [4.088, -2.159, 1.851], [4.144, -3.242, 0.988], [3.390, -3.232, -0.180], [2.572, -2.150, -0.468], [1.468, 0.226, -0.982], [1.970, 1.010, 0.553], [3.261, -0.213, 2.212], [4.682, -2.151, 2.756], [4.786, -4.085, 1.213], [3.438, -4.067, -0.868], [1.989, -2.140, -1.380], [0.057, -2.916, 3.042], [-0.196, -3.117, 1.865], [-0.244, -4.337, 1.282], [-0.688, -4.304, -0.097], [-0.680, -2.776, -0.304], [-0.850, -2.196, -1.356], [-0.509, -2.145, 0.909], [0.243, -5.080, -1.029], [0.757, -6.299, -0.597], [1.588, -7.050, -1.413], [1.910, -6.594, -2.684], [1.386, -5.390, -3.127], [0.554, -4.637, -2.309], [-2.121, -4.843, -0.244], [-2.526, -5.926, 0.530], [-3.806, -6.442, 0.412], [-4.704, -5.879, -0.485], [-4.303, -4.807, -1.266], [-3.018, -4.292, -1.152], [-0.009, -5.157, 1.809], [0.517, -6.682, 0.388], [1.984, -7.991, -1.055], [2.557, -7.178, -3.325], [1.626, -5.026, -4.118], [0.147, -3.702, -2.665], [-1.844, -6.379, 1.239], [-4.104, -7.282, 1.026], [-5.706, -6.276, -0.574], [-4.993, -4.360, -1.970], [-2.714, -3.462, -1.776], [0.738, 3.014, -0.803], [-0.617, 2.431, -1.028], [-1.576, 2.832, -1.904], [-2.707, 1.961, -1.742], [-2.397, 1.078, -0.762], [-3.206, -0.032, -0.162], [-1.105, 1.338, -0.295], [0.723, 4.088, -0.989], [1.496, 2.578, -1.457], [1.068, 2.855, 0.219], [-1.494, 3.658, -2.595], [-3.645, 2.004, -2.274], [-4.263, 0.230, -0.146], [-2.908, -0.232, 0.876], [-3.095, -0.968, -0.716]],
  "atomic_forces_ev_per_a": [[-1.656, -0.758, 0.260], [-0.028, 0.001, -0.037], [0.022, 0.039, 0.038], [-0.016, -0.007, -0.057], [-0.088, -0.011, 0.075], [0.100, 0.009, 0.073], [-0.037, -0.094, 0.221], [0.197, 0.385, -0.090], [-0.024, 0.047, -0.023], [0.026, -0.013, 0.027], [-0.072, -0.059, -0.050], [-0.001, -0.003, -0.012], [0.002, -0.002, -0.002], [0.003, -0.002, -0.006], [0.007, -0.005, 0.011], [-0.009, -0.006, -0.002], [-0.043, -0.018, -0.059], [-0.008, -0.006, 0.006], [-0.009, 0.004, -0.012], [-0.009, 0.006, 0.019], [0.002, -0.001, -0.003], [0.014, -0.002, 0.011], [0.336, -0.180, 0.050], [-0.216, 0.247, -0.091], [0.080, -0.075, 0.105], [-0.043, 0.090, -0.013], [0.007, -0.044, -0.040], [-0.041, 0.024, 0.024], [0.007, -0.081, 0.010], [0.087, 0.101, 0.048], [0.163, -0.001, -0.203], [-0.032, -0.025, 0.018], [0.012, 0.000, -0.009], [-0.017, -0.005, 0.010], [-0.019, -0.020, -0.010], [-0.053, -0.018, -0.038], [0.110, 0.102, -0.049], [-0.111, 0.178, 0.085], [0.005, -0.142, -0.036], [-0.024, -0.019, -0.037], [-0.095, 0.117, 0.320], [0.045, 0.125, -0.082], [0.739, -0.895, -0.352], [0.046, 0.098, 0.030], [0.058, 0.006, 0.024], [0.004, 0.003, -0.012], [-0.022, -0.003, 0.001], [0.020, 0.000, 0.006], [-0.027, -0.003, 0.003], [-0.008, 0.065, 0.040], [-0.006, -0.011, 0.009], [-0.010, 0.011, -0.014], [0.017, -0.017, 0.002], [0.000, 0.017, 0.002], [0.013, -0.035, -0.066], [-0.066, 0.009, 0.026], [0.003, 0.002, -0.004], [-0.005, -0.002, 0.000], [0.010, 0.007, 0.007], [-0.005, -0.004, 0.000], [-0.008, 0.015, -0.003], [-0.009, 0.025, 0.014], [0.002, -0.002, -0.002], [0.000, 0.002, 0.001], [0.003, -0.008, -0.005], [0.002, 0.001, 0.017], [0.010, 0.021, -0.095], [-0.160, -0.367, 0.243], [-0.324, -0.151, -0.080], [0.083, 0.327, -0.192], [0.119, -0.130, 0.575], [0.077, -0.070, -0.147], [0.919, 1.083, -0.681], [-0.023, 0.001, -0.015], [-0.004, -0.023, -0.010], [0.045, 0.058, 0.068], [-0.002, 0.011, 0.016], [0.011, 0.008, -0.010], [-0.010, -0.005, 0.049], [-0.064, 0.054, 0.096], [0.000, 0.025, 0.008]],
  "energy_ev": -57667.458,
  "total_charge": 0,
  "mol_weight_g_mol": 875.539,
  "multiplicity": 2,
  "orbital_gap_ev": [6.797, 5.763],
  "s_squared": 0.7588
}